(1)
Density functional theory data (the ωB97M-V functional and the def2-TZVPD basis) for 5 unconnected molecules or ions with the total composition C27H41Cl3N3O8 in a non-equilibrium geometry.

Last column: Mulliken charge in e.
CARTESIAN COORDINATES (ANGSTROEM)
C  0.532  -2.987  -3.114  -0.796
C  0.117  -1.838  -2.457  -0.478
N  0.252  -0.525  -3.069  0.316
C  -0.835  0.166  -3.210  0.037
N  -0.929  1.419  -3.757  -0.161
C  -2.024  2.173  -3.005  -0.533
C  -2.900  0.986  -2.450  -0.745
N  -2.134  -0.240  -2.830  0.446
C  -2.928  -0.823  -3.873  0.153
Cl  -3.135  -0.009  -5.443  -0.129
C  -3.562  -1.963  -3.693  0.321
C  -3.505  -2.770  -2.405  -1.082
Cl  -4.578  -2.641  -4.957  -0.177
C  1.582  -0.095  -3.511  -0.039
Cl  1.591  0.188  -5.299  -0.130
C  2.181  1.078  -2.677  -0.251
C  2.446  2.384  -3.475  -1.447
H  1.452  -3.486  -2.788  0.282
H  -0.031  -3.398  -3.965  0.295
H  -0.372  -1.956  -1.483  0.431
H  -0.096  1.907  -3.415  0.069
H  -2.470  2.836  -3.750  0.304
H  -1.471  2.669  -2.197  0.319
H  -3.857  1.129  -2.956  0.442
H  -2.916  1.191  -1.375  0.339
H  -4.415  -3.387  -2.370  0.431
H  -3.498  -2.143  -1.506  0.291
H  -2.640  -3.447  -2.470  0.214
H  2.238  -0.959  -3.373  0.455
H  1.520  1.273  -1.819  0.396
H  3.162  0.751  -2.313  0.213
H  1.586  2.723  -4.073  0.448
H  2.691  3.195  -2.770  0.368
H  3.292  2.289  -4.169  0.398
O  2.123  -0.900  -0.043  -0.592
C  3.136  -1.519  -0.231  0.578
O  3.968  -1.271  -1.273  -0.279
C  5.031  -2.250  -1.289  -0.624
C  5.103  -2.776  0.130  -0.115
C  3.651  -2.682  0.585  -0.659
H  4.775  -3.028  -2.012  0.238
H  5.960  -1.775  -1.599  0.364
H  5.520  -3.778  0.195  0.560
H  5.721  -2.117  0.739  -0.133
H  3.083  -3.577  0.325  0.248
H  3.570  -2.476  1.649  0.346
O  -4.396  3.172  -1.449  -0.566
C  -4.843  3.210  -0.332  0.473
O  -4.269  2.577  0.711  -0.376
C  -5.101  2.721  1.886  -0.131
C  -5.948  3.952  1.619  -0.595
C  -6.112  3.905  0.106  -0.471
H  -5.702  1.820  2.001  0.130
H  -4.473  2.837  2.766  0.319
H  -6.888  3.952  2.167  0.342
H  -5.396  4.852  1.900  0.297
H  -6.968  3.299  -0.194  0.280
H  -6.179  4.900  -0.328  0.341
O  -6.510  0.306  3.305  -0.591
C  -6.037  0.252  4.406  0.571
O  -4.894  0.892  4.757  -0.333
C  -4.535  0.541  6.107  -0.460
C  -5.827  0.074  6.753  -0.483
C  -6.569  -0.546  5.576  -0.493
H  -3.779  -0.246  6.070  0.266
H  -4.113  1.410  6.607  0.319
H  -5.668  -0.609  7.585  0.324
H  -6.386  0.934  7.127  0.274
H  -6.307  -1.596  5.434  0.273
H  -7.646  -0.431  5.667  0.311
O  8.342  -2.600  0.548  -0.560
C  8.485  -1.802  1.430  0.632
O  7.640  -1.701  2.488  -0.358
C  8.021  -0.582  3.310  -0.403
C  9.483  -0.332  2.989  -0.493
C  9.567  -0.749  1.526  -0.488
H  7.386  0.269  3.052  0.269
H  7.864  -0.832  4.357  0.299
H  9.794  0.695  3.175  0.328
H  10.113  -0.988  3.593  0.266
H  9.321  0.073  0.852  0.251
H  10.539  -1.166  1.277  0.305

The value obtained for the HOMO-LUMO gap is 7.48 eV. For the HOMO energy, the calculation gives -11.1856 eV. The net charge is +1. Its multiplicity is 1.


(2)
Density functional theory data (the ωB97M-V functional and the def2-TZVPD basis) for 2 unconnected molecules or ions with the total composition C3H8N2O.

Last column: natural (NBO) charge in e.
CARTESIAN COORDINATES (ANGSTROEM)
C  -1.658  -1.450  0.508  -0.404
N  -0.687  -1.712  -0.522  -0.551
C  0.395  1.886  -0.247  -0.414
C  0.507  -1.792  -0.638  0.878
O  1.648  -1.913  -0.909  -0.546
N  1.336  0.887  0.245  -0.845
H  -1.295  -1.757  1.493  0.204
H  -1.901  -0.384  0.535  0.208
H  -2.570  -2.005  0.281  0.208
H  0.839  2.743  -0.779  0.168
H  -0.316  1.401  -0.924  0.190
H  -0.181  2.279  0.597  0.188
H  1.881  0.504  -0.521  0.363
H  2.002  1.313  0.882  0.354

The value obtained for the HOMO-LUMO gap is 10.31 eV. For the HOMO energy, the calculation gives -9.4338 eV. The SMILES is CN=C=O.CN. For the relative energy (zero: lowest compared OMol25 entry of this formula, charge and spin), the calculation gives 1.282 eV. The net charge is 0. Its multiplicity is 1.


(3)
Density functional theory data (the ωB97M-V functional and the def2-TZVPD basis) for 2 unconnected molecules or ions with the total composition C15H29F2N3O11P.

Last column: natural (NBO) charge in e.
CARTESIAN COORDINATES (ANGSTROEM)
C  6.515  0.228  -0.036  -0.605
C  5.931  -1.120  -0.453  -0.433
C  4.545  -1.009  -1.113  -0.070
O  3.853  0.187  -0.784  -0.537
C  3.184  0.124  0.435  0.238
O  1.941  -0.541  0.353  -0.571
C  1.246  -0.348  -0.864  -0.087
C  -0.256  -0.700  -0.656  -0.248
C  -0.407  -1.940  0.287  -0.275
N  -1.017  -3.138  -0.323  -0.672
C  -0.413  -4.384  0.138  -0.407
N  -0.938  0.510  -0.194  -0.276
C  -2.372  0.714  -0.364  -0.244
C  -3.316  -0.265  0.335  -0.412
C  -4.782  0.126  0.124  -0.422
C  -5.196  0.257  -1.343  -0.074
O  -5.399  1.640  -1.634  -0.727
N  -0.324  1.168  0.883  -0.434
C  -0.770  0.804  2.192  0.979
O  -0.288  -0.034  2.859  -0.502
F  -1.833  1.500  2.610  -0.305
C  0.027  2.514  0.613  0.983
O  0.799  2.850  -0.209  -0.523
F  -0.574  3.360  1.449  -0.293
P  -0.801  -1.037  -2.406  2.374
O  -0.639  0.154  -3.232  -1.074
O  0.031  -2.308  -2.916  -0.988
O  -2.304  -1.580  -2.425  -0.999
H  6.019  0.616  0.853  0.208
H  6.388  0.968  -0.827  0.216
H  7.580  0.132  0.175  0.206
H  5.871  -1.784  0.413  0.195
H  6.597  -1.593  -1.179  0.204
H  3.925  -1.872  -0.841  0.168
H  4.642  -1.009  -2.199  0.189
H  3.764  -0.441  1.172  0.151
H  3.034  1.148  0.785  0.175
H  1.295  0.686  -1.207  0.243
H  1.701  -0.958  -1.652  0.171
H  0.571  -2.216  0.678  0.233
H  -0.998  -1.644  1.151  0.212
H  -2.000  -3.158  -0.082  0.360
H  -1.024  -5.229  -0.178  0.201
H  0.576  -4.508  -0.311  0.183
H  -0.294  -4.430  1.229  0.178
H  -2.572  0.742  -1.437  0.223
H  -2.603  1.719  -0.005  0.231
H  -3.126  -0.271  1.411  0.209
H  -3.172  -1.290  -0.016  0.181
H  -4.960  1.090  0.607  0.232
H  -5.420  -0.606  0.621  0.205
H  -4.428  -0.155  -2.003  0.176
H  -6.131  -0.287  -1.514  0.156
H  -5.263  1.785  -2.573  0.471
H  0.573  -2.708  -2.228  0.508
H  -2.304  -2.538  -2.300  0.515
C  -1.110  6.191  4.002  0.943
O  -0.259  5.516  4.626  -0.836
O  -1.041  6.000  2.583  -0.791
O  -1.979  6.973  4.386  -0.775
H  -0.293  5.395  2.537  0.462

The value obtained for the HOMO-LUMO gap is 5.61 eV. For the HOMO energy, the calculation gives -4.0294 eV. The net charge is -1. Its multiplicity is 1.


(4)
Density functional theory data (the ωB97M-V functional and the def2-TZVPD basis) for a single C22H20N6OS molecule in a non-equilibrium geometry.

Last column: natural (NBO) charge in e.
CARTESIAN COORDINATES (ANGSTROEM)
C  0.772  2.483  0.404  -0.403
C  0.838  2.363  -0.907  -0.188
C  1.869  1.561  -1.654  -0.257
N  2.666  0.722  -0.796  -0.380
C  2.292  -0.506  -0.387  0.389
N  1.246  -1.204  -0.788  -0.514
C  1.144  -2.378  -0.156  0.215
N  1.960  -2.866  0.771  -0.292
N  3.009  -2.189  1.145  -0.147
C  3.210  -1.010  0.591  0.108
C  4.196  0.017  0.764  -0.142
C  5.327  0.132  1.560  -0.152
C  6.057  1.303  1.490  -0.238
C  5.668  2.343  0.650  -0.182
C  4.543  2.248  -0.150  -0.278
C  3.810  1.075  -0.094  0.251
H  4.248  3.066  -0.789  0.222
H  6.257  3.248  0.623  0.217
H  6.942  1.419  2.098  0.217
H  5.613  -0.678  2.210  0.228
S  -0.207  -3.406  -0.552  0.278
C  -0.977  -2.490  -1.940  -0.521
H  -1.310  -3.260  -2.635  0.231
H  -0.185  -1.894  -2.390  0.248
C  -2.147  -1.618  -1.516  -0.418
H  -2.904  -2.229  -1.020  0.207
H  -2.593  -1.185  -2.415  0.217
C  -1.716  -0.477  -0.589  -0.224
N  -2.799  0.434  -0.335  -0.408
C  -2.956  1.628  -1.006  0.772
O  -2.211  2.095  -1.840  -0.661
N  -4.123  2.187  -0.533  -0.606
C  -4.701  1.360  0.406  0.193
C  -5.859  1.471  1.150  -0.264
C  -6.156  0.435  2.024  -0.220
C  -5.323  -0.668  2.148  -0.220
C  -4.159  -0.785  1.402  -0.239
C  -3.857  0.241  0.528  0.113
H  -3.516  -1.645  1.506  0.223
H  -5.586  -1.454  2.839  0.216
H  -7.054  0.490  2.620  0.215
H  -6.506  2.329  1.055  0.217
H  -4.483  3.070  -0.852  0.423
H  -1.356  -0.876  0.364  0.211
H  -0.916  0.101  -1.057  0.250
H  1.359  0.910  -2.370  0.235
H  2.530  2.231  -2.214  0.221
H  0.100  2.831  -1.544  0.236
H  -0.003  3.064  0.873  0.208
H  1.479  2.015  1.071  0.193

The value obtained for the HOMO-LUMO gap is 8.07 eV. For the HOMO energy, the calculation gives -8.1233 eV. The SMILES is C=CCn1c2ccccc2c2nnc(SCCCn3c(=O)[nH]c4ccccc43)nc21. For the relative energy (zero: lowest compared OMol25 entry of this formula, charge and spin), the calculation gives 0.000 eV. The net charge is 0. Its multiplicity is 1.


(5)
Density functional theory data (the ωB97M-V functional and the def2-TZVPD basis) for 8 unconnected molecules or ions with the total composition C16H48O8 in a non-equilibrium geometry.

Last column: Mulliken charge in e.
CARTESIAN COORDINATES (ANGSTROEM)
C  -0.878  0.330  0.648  -1.802
C  0.495  0.524  -0.074  -0.488
O  0.570  -0.232  -1.312  -0.478
H  -0.933  1.114  1.280  0.785
H  -0.826  -0.506  1.220  0.486
H  -1.677  0.326  -0.061  0.188
H  1.385  0.124  0.372  0.096
H  0.612  1.358  -0.502  0.971
H  1.077  0.521  -1.744  0.125
C  -1.777  -4.413  -1.847  -0.867
C  -1.536  -2.879  -2.187  -0.277
O  -1.646  -2.099  -1.021  -0.242
H  -1.031  -4.663  -0.996  0.211
H  -1.842  -4.963  -2.719  0.422
H  -2.748  -4.235  -1.399  0.165
H  -1.988  -2.310  -3.059  0.279
H  -0.392  -3.000  -2.496  0.247
H  -0.846  -1.563  -0.992  0.150
C  5.255  -0.966  -2.776  -1.094
C  4.062  -0.500  -1.915  -0.407
O  3.509  -1.499  -1.114  -0.356
H  5.831  -0.180  -3.247  0.352
H  4.684  -1.650  -3.487  0.269
H  5.960  -1.369  -2.029  0.277
H  3.370  -0.246  -2.629  0.246
H  4.360  0.377  -1.490  0.549
H  3.572  -1.352  -0.334  0.140
C  -5.206  -0.410  -2.017  -1.008
C  -4.918  -0.911  -0.622  0.122
O  -4.608  -2.336  -0.713  -0.622
H  -5.251  0.580  -1.905  0.458
H  -6.102  -0.781  -2.621  0.259
H  -4.413  -0.500  -2.636  0.221
H  -5.708  -0.645  0.033  0.344
H  -3.990  -0.617  -0.143  -0.111
H  -3.690  -2.539  -0.903  0.287
C  2.283  -2.766  1.943  -0.038
C  3.559  -3.680  2.189  -0.249
O  4.660  -2.940  2.601  -0.525
H  1.489  -3.501  1.793  0.377
H  2.311  -2.318  1.213  -0.557
H  1.971  -2.171  2.815  0.296
H  3.859  -4.423  1.223  0.237
H  3.097  -4.469  3.101  0.224
H  5.510  -3.379  2.868  0.313
C  -0.547  4.748  1.511  -0.806
C  -0.628  5.762  2.749  -0.312
O  -0.609  4.835  3.929  -0.563
H  -0.412  5.242  0.472  0.363
H  -1.752  4.549  1.357  0.219
H  0.166  3.798  1.546  0.171
H  -1.712  6.288  2.879  0.303
H  0.320  6.499  2.818  0.237
H  -0.763  5.687  4.576  0.332
C  -1.465  1.142  -3.832  -0.886
C  -0.159  1.761  -4.537  -0.465
O  0.939  1.609  -3.714  -0.419
H  -2.195  0.925  -4.607  0.475
H  -2.052  1.694  -3.097  0.383
H  -1.280  0.089  -3.494  0.026
H  -0.376  2.731  -4.535  0.400
H  -0.020  0.964  -5.388  0.257
H  1.700  2.169  -3.945  0.252
C  0.418  0.546  4.495  -1.107
C  -0.248  1.594  5.242  -0.174
O  -1.271  2.114  4.444  -0.488
H  1.151  -0.142  5.124  0.290
H  0.981  0.701  3.760  0.535
H  -0.383  -0.127  4.081  0.221
H  0.569  2.456  5.684  0.187
H  -0.784  1.153  6.053  0.224
H  -1.062  2.999  4.141  0.371

The value obtained for the HOMO-LUMO gap is 9.77 eV. For the HOMO energy, the calculation gives -9.4616 eV. The SMILES is CCO.CCO.CCO.CCO.CCO.CCO.CCO.CCO. For the relative energy (zero: lowest compared OMol25 entry of this formula, charge and spin), the calculation gives 14.113 eV. The net charge is 0. Its multiplicity is 1.


(6)
Density functional theory data (the ωB97M-V functional and the def2-TZVPD basis) for a single C4H4N2OS molecule in a non-equilibrium geometry.

Last column: natural (NBO) charge in e.
CARTESIAN COORDINATES (ANGSTROEM)
C  -0.231  -0.277  0.148  0.128
C  2.562  -0.095  -0.182  0.235
C  -1.353  -0.971  -0.167  -0.474
C  -2.616  -0.323  -0.147  0.258
H  -1.119  1.592  0.418  0.418
H  0.637  1.506  0.360  0.426
H  3.524  -0.597  -0.245  0.159
H  -1.325  -2.008  -0.464  0.254
N  -0.207  1.000  0.559  -0.800
N  -3.598  0.298  -0.135  -0.337
O  2.447  1.109  -0.354  -0.551
S  1.279  -1.234  0.210  0.284

The value obtained for the HOMO-LUMO gap is 8.93 eV. For the HOMO energy, the calculation gives -8.9908 eV. The SMILES is N#C/C=C(\N)SC=O. For the relative energy (zero: lowest compared OMol25 entry of this formula, charge and spin), the calculation gives 0.965 eV. The net charge is 0. Its multiplicity is 1.


(7)
Density functional theory data (the ωB97M-V functional and the def2-TZVPD basis) for 2 unconnected molecules or ions with the total composition C2H3Br2N3 in a non-equilibrium geometry.

Last column: natural (NBO) charge in e.
CARTESIAN COORDINATES (ANGSTROEM)
C  0.567  -0.271  1.183  -0.213
C  0.595  0.162  -0.030  0.063
N  0.163  -1.531  1.275  -0.208
N  -0.069  -1.897  0.014  -0.051
N  0.207  -0.840  -0.779  -0.391
Br  -1.933  1.410  -1.349  -0.231
Br  1.450  1.798  -0.687  0.086
H  0.417  -0.140  2.209  0.268
H  -1.046  1.909  -0.206  0.231
H  -0.351  -0.600  -1.629  0.446

The value obtained for the HOMO-LUMO gap is 10.13 eV. For the HOMO energy, the calculation gives -10.0883 eV. The SMILES is Brc1cnn[nH]1.Br. For the relative energy (zero: lowest compared OMol25 entry of this formula, charge and spin), the calculation gives 3.660 eV. The net charge is 0. Its multiplicity is 1.